# C4H11NO5

A cluster of 3 separate species, C4H11NO5 in total (the ωB97M-V functional and the def2-TZVPD basis, the OMol25 dataset).

Last column: natural (NBO) charge in e.
Cartesian coordinates (Å):
C  0.04193  -0.54754  -0.13331  -0.26
C  0.07454  -0.87935  -1.72173  -0.46
C  -1.29669  -0.88765  -2.39479  0.39
O  -2.21612  -1.54289  -1.97332  -0.44
N  -0.42913  0.79395  -0.02159  -0.28
C  0.46122  1.80680  0.20449  0.82
O  1.77402  1.48724  0.04993  -0.67
O  0.15895  2.92356  0.54485  -0.42
H  1.11889  -0.67243  0.14001  0.28
H  -0.44763  -1.41195  0.32053  0.30
H  0.90101  -0.33398  -2.15746  0.25
H  0.52935  -1.86841  -1.70299  0.28
H  -1.62398  -0.04390  -2.98264  0.16
H  -1.43982  1.01618  0.13210  0.49
H  2.21739  2.34979  0.01032  0.53
H  -2.70819  1.73827  1.97633  0.49
H  -3.14753  0.32036  2.12642  0.50
O  -2.33201  0.84060  2.01415  -0.96
H  2.42438  -1.25174  2.39521  0.46
H  3.15212  -1.78078  1.16330  0.46
O  2.78732  -2.05610  2.01019  -0.92

Atoms 1-3, force components in eV/Å:
C 1.1 -0.6 -1.2
C 0.9 -1.0 0.0
C -1.2 0.9 2.1

Results
**Largest force on an atom**: 0.0682 Eh/bohr
**Lowest unoccupied orbital energy (spin up / spin down)**: -3.69 / -9.14 eV
**HOMO-LUMO gap (spin up / spin down)**: 10.86 / 5.22 eV
**<S²>**: 0.77
**Total charge**: +1
**Spin multiplicity**: 2
**Energy relative to the best compared isomer or geometry (same formula, charge and spin)**: 0.3 kJ/mol
**Total energy**: -589.60884 Eh
**HOMO level (spin up / spin down)**: -14.541 / -14.359 eV